Entry from OMol25: 2 unconnected molecules or ions with the total composition C4H11N3O (ωB97M-V/def2-TZVPD).

```
! wB97M-V def2-TZVPD RIJCOSX def2/J DEFGRID3
* xyz 0 1
H 1.3435 1.6457 -1.3250
N 1.7923 0.7471 -1.1540
C 1.1782 0.0523 -0.2746
C 1.7896 -1.2300 0.2314
N 0.1118 0.6110 0.6137
C -0.2414 2.0154 0.6485
H 2.4047 -1.0210 1.1104
H 2.4072 -1.6789 -0.5498
H 1.0021 -1.9321 0.5125
H -0.1104 0.0770 1.4462
H 0.6464 2.6533 0.6232
H -0.8680 2.2438 -0.2164
H -0.8032 2.2436 1.5574
N -1.9008 -1.6003 -0.0334
C -1.5178 -0.4969 -0.7882
O -2.2826 0.3802 -1.1661
H -1.7007 -2.5183 -0.4079
H -2.7382 -1.4591 0.5203
H -0.5125 -0.7329 -1.3484
*
```

Its energy relative to the best compared isomer or geometry (same formula, charge and spin) is 1.870 eV. Its energy is -10843.342 eV. The molecular weight is 117.15 g mol⁻¹. The calculation puts the lowest unoccupied orbital energy at 0.83 eV. The HOMO energy comes out at -9.080 eV. The SMILES is [H]/N=C(/C)NC.NC=O. As for the HOMO-LUMO gap: 9.909 eV.

Here are the natural (NBO) charges for atoms 1 to 8, given in e: atom 1 (H): 0.34, atom 2 (N): -0.68, atom 3 (C): 0.45, atom 4 (C): -0.68, atom 5 (N): -0.66, atom 6 (C): -0.43, atom 7 (H): 0.24, atom 8 (H): 0.24

Entry from OMol25: 2 unconnected molecules or ions with the total composition C28H53ClN3O7S (ωB97M-V/def2-TZVPD).

```
! wB97M-V def2-TZVPD RIJCOSX def2/J DEFGRID3
* xyz -1 1
C 1.6240 4.1497 1.3882
N 1.0082 3.3073 2.4302
C -0.4244 3.1798 2.2070
C -0.8627 1.8461 1.5501
C -1.9475 2.1916 0.5215
C -2.8637 1.0425 0.1382
C -3.7733 1.4445 -1.0200
C -4.7043 2.5917 -0.6732
S -5.7427 2.9912 -2.0482
O -6.2134 1.7675 -2.6230
O -6.7402 3.9287 -1.6315
Cl -4.4188 3.8953 -3.2787
C 0.2848 1.1504 0.8266
N 0.2666 -0.3858 0.8891
C 1.6125 -0.8100 0.3858
C 1.6934 -2.1901 -0.2625
C 2.6211 -2.0350 -1.4708
C 1.9554 -1.0539 -2.4530
C 4.1135 -1.7221 -1.2064
C 4.4013 -0.2547 -0.8958
C 4.3360 0.7421 -1.9936
C 3.9418 1.9812 -1.5668
C 2.9688 2.2163 -0.4647
C 4.5172 3.1754 -2.2493
C -0.2591 -0.9591 2.1823
C 0.5460 -2.0451 2.9001
C -0.3119 -3.2932 3.1305
C -0.5327 -4.1658 1.8980
C -1.7689 -3.8118 1.0828
N -2.2119 -4.9176 0.2354
C -1.2565 -5.1116 -0.8677
C -3.5010 -4.5352 -0.2980
C -3.5733 -3.6560 -1.5144
O -4.5405 -4.9297 0.2620
C -0.5488 0.1789 3.1330
O -1.5054 1.0188 2.5378
H 2.6796 4.2979 1.5798
H 1.1555 5.1338 1.3449
H 1.4836 3.6931 0.4148
H 1.1676 3.7991 3.2972
H -0.8229 4.0125 1.6278
H -0.9272 3.2166 3.1702
H -1.4779 2.6484 -0.3519
H -2.5635 2.9681 0.9760
H -2.2833 0.2088 -0.2618
H -3.4545 0.7463 0.9993
H -3.1247 1.7918 -1.8253
H -4.3344 0.6050 -1.4155
H -4.1642 3.5046 -0.4465
H -5.3564 2.3237 0.1536
H 0.1883 1.3782 -0.2360
H 1.2704 1.4559 1.1505
H -0.3815 -0.6433 0.1498
H 2.3422 -0.7090 1.1801
H 1.8224 -0.0966 -0.3887
H 2.0593 -2.9800 0.3904
H 0.7192 -2.5229 -0.6253
H 2.6191 -3.0019 -1.9797
H 0.9333 -1.3903 -2.6225
H 1.9635 -0.0179 -2.1421
H 2.4536 -1.1376 -3.4132
H 4.5281 -2.2745 -0.3602
H 4.6489 -2.0570 -2.0925
H 3.7282 0.1441 -0.1561
H 5.3943 -0.2263 -0.4399
H 4.4641 0.4459 -3.0264
H 2.4772 3.1742 -0.6053
H 2.1980 1.4546 -0.4668
H 3.4635 2.1630 0.5149
H 3.7228 3.7809 -2.6945
H 5.1560 2.8364 -3.0622
H 5.1395 3.7465 -1.5617
H -1.2449 -1.3556 1.9670
H 0.8008 -1.6846 3.8942
H 1.4598 -2.3778 2.4241
H -1.2488 -3.0346 3.6213
H 0.2490 -3.9040 3.8353
H -0.7150 -5.1759 2.2624
H 0.3592 -4.2304 1.2807
H -2.5585 -3.5634 1.7886
H -1.5795 -2.8979 0.4996
H -0.8835 -4.1684 -1.2716
H -1.7411 -5.6413 -1.6792
H -0.4357 -5.7212 -0.5096
H -4.5749 -3.2574 -1.5884
H -2.8249 -2.8697 -1.4811
H -3.3524 -4.2395 -2.4034
H -0.9819 -0.2639 4.0259
H 0.3562 0.7138 3.4306
C 0.4455 3.5975 -2.0243
O 0.0408 4.7613 -1.6677
O 1.4669 3.4317 -2.8418
O -0.1142 2.4868 -1.5193
*
```

Its energy relative to the best compared isomer or geometry (same formula, charge and spin) is 0.000 eV. Its energy is -72052.055 eV. The molecular weight is 611.27 g mol⁻¹. The calculation puts the lowest unoccupied orbital energy at 1.85 eV. The HOMO energy comes out at -2.370 eV. As for the HOMO-LUMO gap: 4.215 eV.

Here are the Löwdin charges for atoms 1 to 8, given in e: atom 1 (C): -0.11, atom 2 (N): -0.11, atom 3 (C): -0.13, atom 4 (C): -0.39, atom 5 (C): -0.14, atom 6 (C): -0.17, atom 7 (C): -0.24, atom 8 (C): -0.30

Entry from OMol25: a molecular structure, C5H7N (ωB97M-V/def2-TZVPD).

```
! wB97M-V def2-TZVPD RIJCOSX def2/J DEFGRID3
* xyz 0 1
C -0.8416 1.0535 -0.3724
C -0.9922 -0.4125 -0.1581
C 0.4592 -0.9775 -0.0685
C 1.3677 0.1960 -0.2157
N 0.4171 1.1488 0.4150
C -0.2638 -0.4890 1.1221
H -1.5761 1.6527 0.1724
H -0.8272 1.3863 -1.4226
H -1.8917 -0.9635 -0.4006
H 0.7667 -1.9994 -0.2480
H 2.2271 0.1607 0.4591
H 1.7329 0.4128 -1.2323
H -0.5781 -1.1689 1.9495
*
```

Its energy relative to the best compared isomer or geometry (same formula, charge and spin) is 4.552 eV. Its energy is -6783.961 eV. The molecular weight is 81.12 g mol⁻¹. The calculation puts the lowest unoccupied orbital energy at 0.84 eV. The HOMO energy comes out at -8.822 eV. As for the HOMO-LUMO gap: 9.665 eV.

Here are the natural (NBO) charges for atoms 1 to 8, given in e: atom 1 (C): -0.25, atom 2 (C): -0.28, atom 3 (C): -0.28, atom 4 (C): -0.25, atom 5 (N): -0.33, atom 6 (C): -0.07, atom 7 (H): 0.20, atom 8 (H): 0.19

Entry from OMol25: a molecular structure, C23H22N4S4Tl (ωB97M-V/def2-TZVPD).

```
! wB97M-V def2-TZVPD RIJCOSX def2/J DEFGRID3
* xyz -1 1
Tl -0.6150 -0.5517 0.0789
C -2.8731 -5.5730 1.9113
S -1.0802 -5.4489 1.9894
C -0.7697 -3.7171 1.7661
S -2.0067 -2.6807 1.2144
N 0.4802 -3.4722 2.0676
N 0.8673 -2.1849 1.8545
C 2.0610 -1.9238 2.2138
C 2.6250 -0.5796 2.0504
C 3.9444 -0.3314 2.4308
C 4.4525 0.9485 2.3058
C 3.6320 1.9488 1.8086
C 2.3353 1.6079 1.4467
N 1.8426 0.3831 1.5558
H -3.0945 -6.6382 1.9868
H -3.3398 -5.0435 2.7392
H -3.2525 -5.1837 0.9705
H 2.6907 -2.7005 2.6496
H 4.5513 -1.1404 2.8176
H 5.4743 1.1638 2.5934
H 3.9813 2.9665 1.6974
H 1.6599 2.3541 1.0414
C 0.7821 3.2763 -2.7704
C 0.0945 4.3151 -2.1607
C -0.6226 4.0754 -1.0023
C -0.6394 2.7855 -0.4643
N 0.0202 1.8018 -1.0710
C 0.7088 2.0250 -2.1805
C -1.3570 2.4294 0.8004
C -1.9613 3.4340 1.5624
C -2.6249 3.1417 2.7415
C -2.6981 1.8276 3.1798
C -2.1037 0.8227 2.4299
C -1.4277 1.1014 1.2462
H 1.3499 3.4273 -3.6783
H 0.1124 5.3108 -2.5876
H -1.1644 4.8851 -0.5367
H 1.2033 1.1552 -2.6017
H -1.9163 4.4670 1.2430
H -3.0840 3.9392 3.3131
H -3.2170 1.5852 4.0998
H -2.1701 -0.2069 2.7654
C 1.2149 -2.1597 -3.9830
C 0.3000 -1.5815 -2.9155
S 1.1328 -1.5011 -1.3499
C -0.9745 -1.2370 -3.1734
C -1.5543 -1.4133 -4.5588
S -2.1672 -0.6088 -2.0395
H 2.2133 -2.3216 -3.5791
H 1.3131 -1.4930 -4.8437
H 0.8506 -3.1238 -4.3485
H -0.8248 -1.7567 -5.2909
H -1.9799 -0.4699 -4.9093
H -2.3746 -2.1353 -4.5263
*
```

Its energy is -78204.368 eV. The molecular weight is 687.11 g mol⁻¹. The calculation puts the lowest unoccupied orbital energy at 2.60 eV. The HOMO energy comes out at -3.465 eV. As for the HOMO-LUMO gap: 6.064 eV.

Here are the Löwdin charges for atoms 1 to 8, given in e: atom 1 (Tl): 0.41, atom 2 (C): -0.48, atom 3 (S): 0.80, atom 4 (C): -1.11, atom 5 (S): 0.56, atom 6 (N): -0.12, atom 7 (N): -0.06, atom 8 (C): -0.11